(1)
{"formula": "C17H14FeN4OS", "method": "the ωB97M-V functional and the def2-TZVPD basis", "homo_energy_ev": [-7.7, -7.5], "total_energy_ha": -2612.449844, "molar_mass_g_mol": 378.238, "total_charge": 0, "multiplicity": 5, "de_lowest_kcal_mol": 8.9, "symbols": ["Fe", "O", "C", "N", "C", "C", "C", "C", "C", "C", "N", "C", "C", "C", "C", "C", "N", "H", "H", "H", "H", "H", "H", "H", "H", "H", "H", "S", "C", "C", "C", "C", "C", "N", "H", "H", "H", "H"], "positions_angstrom": [[-0.10885, 0.11274, -0.89946], [-1.15154, 4.12099, -0.36640], [-1.06505, 2.90147, -0.50055], [0.00246, 2.17953, -0.83271], [1.27831, 2.83239, -1.00239], [2.33838, 1.88350, -0.50761], [3.41298, 2.28195, 0.27189], [4.31193, 1.32707, 0.71870], [4.12716, 0.00218, 0.35476], [3.03646, -0.31071, -0.43341], [2.15460, 0.60036, -0.84445], [-2.25971, 2.00999, -0.23038], [-3.25996, 2.42083, 0.63396], [-4.28119, 1.53807, 0.94100], [-4.30136, 0.29342, 0.32824], [-3.28204, -0.02324, -0.54981], [-2.26769, 0.80313, -0.80905], [1.31172, 3.79117, -0.48215], [1.46448, 3.02490, -2.06719], [3.53232, 3.32452, 0.53294], [5.14429, 1.60691, 1.35137], [4.80895, -0.76861, 0.68457], [2.84556, -1.33066, -0.74742], [-3.21098, 3.41226, 1.06140], [-5.05412, 1.80771, 1.64875], [-5.09025, -0.41713, 0.53035], [-3.27213, -0.97191, -1.07382], [-0.10033, -0.60421, 1.46244], [-0.10068, -2.16890, 0.73293], [-0.10706, -3.36949, 1.46236], [-0.10975, -4.56590, 0.78199], [-0.10811, -4.57378, -0.61428], [-0.10103, -3.36101, -1.26659], [-0.09501, -2.18985, -0.62155], [-0.11272, -3.31968, 2.54119], [-0.10961, -5.49956, 1.33110], [-0.11895, -5.49902, -1.17182], [-0.10147, -3.30141, -2.34889]], "forces_ev_per_angstrom": [[0.1360, 0.5300, 0.6955], [-0.0815, -0.0255, 0.1316], [0.2456, 0.0045, -0.1321], [-0.0367, -0.7343, -0.2948], [-0.1787, 0.0008, -0.0426], [-0.0432, 0.0135, -0.0492], [0.1211, -0.0281, -0.0299], [-0.0337, -0.0216, -0.0325], [0.0652, 0.0643, -0.0149], [-0.0027, -0.0394, -0.0475], [-0.1678, -0.1910, 0.0029], [-0.0995, 0.0289, -0.0551], [-0.1401, 0.0629, 0.0147], [0.0402, -0.0621, -0.0682], [-0.0425, 0.0669, -0.0178], [-0.0603, -0.0024, -0.0812], [0.1568, -0.2530, 0.1428], [0.0479, -0.0140, 0.0428], [0.0649, 0.1236, 0.0222], [-0.0468, 0.0057, 0.0099], [-0.0028, 0.0315, -0.0110], [-0.0285, -0.0318, -0.0253], [-0.0244, -0.0112, 0.0763], [0.0768, 0.0019, -0.0313], [0.0009, 0.0460, -0.0125], [0.0154, -0.0253, -0.0290], [0.0583, -0.0488, 0.0928], [-0.0219, -0.0645, 0.0216], [-0.0003, 0.1929, 0.0302], [0.0034, -0.1557, -0.1830], [0.0204, 0.0970, 0.1337], [-0.0142, 0.0052, -0.0870], [-0.0055, -0.0575, -0.0627], [-0.0323, 0.5487, -0.0882], [0.0075, -0.0310, 0.0067], [-0.0182, -0.0013, -0.0114], [0.0173, 0.0218, -0.0239], [0.0040, -0.0475, 0.0079]]}

***

(2)
{"formula": "C17H14IN4PdS3", "method": "the ωB97M-V functional and the def2-TZVPD basis", "homo_energy_ev": -2.7, "total_energy_ha": -2495.490106, "molar_mass_g_mol": 603.852, "total_charge": -1, "multiplicity": 1, "de_lowest_kcal_mol": 9.7, "symbols": ["Pd", "S", "N", "C", "C", "C", "C", "C", "N", "C", "C", "N", "C", "C", "C", "C", "C", "N", "H", "H", "H", "H", "H", "H", "C", "C", "S", "C", "C", "S", "H", "H", "H", "H", "H", "H", "I", "C", "H", "H"], "positions_angstrom": [[-0.24494, -0.37803, 0.08142], [1.41812, 7.18921, -0.68936], [0.07118, 6.37976, -0.31106], [0.38003, 5.09755, -0.32990], [-0.53848, 4.00304, -0.04616], [-1.87293, 4.24042, 0.28105], [-2.69041, 3.17113, 0.53355], [-2.14972, 1.89241, 0.45363], [-0.88065, 1.65637, 0.14913], [-0.05988, 2.69320, -0.10693], [1.36622, 2.43632, -0.45771], [1.76906, 1.17610, -0.50348], [3.01444, 0.89073, -0.81360], [3.96344, 1.87293, -1.10585], [3.56725, 3.18844, -1.06205], [2.24472, 3.48731, -0.73111], [1.74145, 4.84933, -0.66422], [2.43478, 5.94832, -0.89079], [-2.23290, 5.26030, 0.32529], [-3.73225, 3.29979, 0.79019], [-2.75272, 1.01367, 0.64234], [3.25724, -0.16889, -0.83119], [4.97761, 1.59706, -1.36295], [4.25103, 3.99947, -1.27896], [0.38808, -4.64738, -1.65359], [-0.04341, -3.21133, -1.41399], [0.73925, -2.44824, -0.02828], [-0.94350, -2.58151, -2.17477], [-1.66224, -3.25915, -3.31647], [-1.42397, -0.90765, -1.90916], [1.26029, -4.87641, -1.03935], [0.66226, -4.81598, -2.69788], [-0.39437, -5.36652, -1.38927], [-1.26779, -4.25434, -3.52352], [-1.59762, -2.66133, -4.23089], [-2.72662, -3.36070, -3.07898], [-1.74062, -1.20247, 2.81283], [0.12490, -0.33756, 2.08676], [0.90050, -0.98467, 2.48809], [0.16162, 0.64222, 2.56513]], "forces_ev_per_angstrom": [[-0.2223, -0.8291, -0.1710], [0.0216, 0.1383, -0.0188], [-0.0444, 0.0475, 0.0186], [-0.0692, -0.2100, 0.0216], [0.0391, 0.3331, -0.0252], [0.0757, 0.1701, -0.0310], [-0.0578, -0.0598, 0.0167], [-0.0834, -0.1475, 0.0179], [0.1718, 0.0246, -0.0839], [0.0529, -0.0308, -0.0109], [-0.2646, 0.0470, 0.0776], [0.0111, -0.0434, -0.0898], [0.0722, -0.0678, -0.0148], [-0.0031, -0.0940, 0.0061], [-0.0390, 0.1245, 0.0023], [0.1023, 0.3594, -0.0373], [-0.0041, -0.2228, 0.0077], [0.0641, 0.0272, -0.0119], [0.0164, -0.0070, -0.0024], [-0.0007, -0.0205, -0.0008], [0.0150, -0.0265, -0.0018], [-0.0122, 0.0222, -0.0083], [-0.0115, 0.0056, 0.0070], [-0.0057, -0.0110, 0.0031], [-0.0029, 0.1334, 0.0996], [0.1300, -0.2094, 0.0896], [-0.1343, 0.2065, 0.0404], [-0.1241, 0.0385, -0.2157], [-0.0102, 0.0871, 0.0586], [0.2634, 0.2149, -0.0016], [-0.0130, 0.0005, -0.0215], [0.0007, -0.0256, -0.0018], [-0.0059, 0.0349, -0.0053], [-0.0009, -0.0059, -0.0070], [0.0179, -0.0004, 0.0406], [0.0174, -0.0048, -0.0325], [-0.0356, 0.0896, 0.3470], [0.0737, -0.0377, -0.1305], [-0.0367, -0.0426, 0.0471], [0.0366, -0.0085, 0.0223]]}

***

(3)
{"formula": "C17H14N3O3S", "method": "the ωB97M-V functional and the def2-TZVPD basis", "homo_energy_ev": -12.0, "total_energy_ha": -1444.057046, "molar_mass_g_mol": 340.384, "total_charge": 1, "multiplicity": 1, "smiles": "CC(=O)c1cccc([NH2+]c2nc(-c3cccc([N+](=O)[O-])c3)cs2)c1", "symbols": ["C", "C", "O", "C", "C", "C", "C", "C", "N", "C", "N", "C", "C", "C", "C", "C", "C", "N", "O", "O", "C", "C", "S", "C", "H", "H", "H", "H", "H", "H", "H", "H", "H", "H", "H", "H", "H", "H"], "positions_angstrom": [[-2.64920, 3.55188, 4.06241], [-2.01633, 3.05809, 2.80035], [-2.63849, 2.60682, 1.87090], [-0.51444, 3.14014, 2.70886], [0.32435, 3.49798, 3.76040], [1.69866, 3.52277, 3.58397], [2.26047, 3.19545, 2.35909], [1.41606, 2.85292, 1.31750], [1.97998, 2.46522, -0.00085], [1.81477, 1.04004, -0.22987], [0.78463, 0.58727, -0.84441], [0.79495, -0.77286, -0.89957], [-0.29539, -1.48084, -1.55958], [-1.48231, -0.80465, -1.85476], [-2.53323, -1.45862, -2.47264], [-2.42138, -2.79668, -2.80985], [-1.23886, -3.46304, -2.51775], [-1.09965, -4.86756, -2.86503], [-2.02618, -5.39248, -3.43198], [-0.06170, -5.40828, -2.55729], [-0.17667, -2.82464, -1.89963], [1.88650, -1.33611, -0.28259], [2.92524, -0.14994, 0.38178], [0.04746, 2.81459, 1.47610], [-3.73051, 3.49890, 3.96751], [-2.35199, 4.57936, 4.26118], [-2.33770, 2.93352, 4.90234], [-0.08515, 3.75216, 4.72435], [2.34205, 3.79686, 4.40470], [3.33201, 3.21328, 2.22843], [1.45789, 2.94923, -0.74730], [2.97200, 2.73420, -0.04507], [-1.57220, 0.23613, -1.58753], [-3.44397, -0.92406, -2.69078], [-3.22517, -3.33162, -3.29208], [0.72355, -3.38802, -1.71039], [2.13021, -2.37330, -0.17491], [-0.61191, 2.52579, 0.66999]], "forces_ev_per_angstrom": [[-0.3414, -0.0538, -0.0816], [-0.0253, 0.0598, 0.1505], [-0.0027, 0.0157, -0.0071], [0.4610, -0.1035, -0.3700], [-0.1296, -0.0570, -0.1679], [0.0969, -0.0360, -0.0668], [-0.0151, -0.0057, -0.1552], [-0.3254, 0.3310, 0.6422], [-0.1322, 0.2326, 0.1206], [0.5495, -1.4443, 0.0166], [0.1188, 1.0947, 0.0176], [0.7534, -0.4902, 0.4348], [-0.5628, -0.2388, -0.3312], [0.1629, -0.1110, 0.0526], [0.0797, -0.0289, 0.0246], [0.1415, -0.2562, -0.0237], [-0.1237, 1.0643, 0.2833], [0.0309, -0.1761, -0.0418], [-0.2590, -0.2366, -0.1819], [0.3099, -0.2844, 0.0522], [-0.0952, -0.0188, -0.0494], [-0.2217, 0.3300, -0.0943], [-0.6153, 0.5371, -0.3757], [0.0309, 0.0084, -0.0814], [0.0178, -0.0045, -0.0027], [0.0536, 0.0860, 0.0642], [0.0577, -0.0220, 0.1128], [-0.0626, 0.0382, 0.1068], [0.0691, 0.0201, 0.0656], [0.1747, 0.0218, 0.0002], [0.2588, -0.0752, 0.1012], [-0.2998, 0.0141, -0.1354], [-0.0439, 0.0978, 0.0055], [-0.0861, 0.0322, -0.0204], [-0.0187, -0.0084, -0.0155], [0.0439, -0.0388, -0.0023], [0.0479, -0.2505, 0.0283], [-0.0980, -0.0433, -0.0753]]}

***

(4)
{"formula": "C17H14N4O4", "method": "the ωB97M-V functional and the def2-TZVPD basis", "homo_energy_ev": -8.5, "total_energy_ha": -1176.207593, "molar_mass_g_mol": 338.323, "total_charge": 0, "multiplicity": 1, "de_lowest_kcal_mol": 0.0, "smiles": "O=C(/C=C/c1ccco1)NCC(=O)N/N=C1\\C(=O)Nc2ccccc21", "symbols": ["O", "C", "C", "C", "C", "C", "C", "C", "O", "N", "C", "C", "O", "N", "N", "C", "C", "O", "N", "C", "C", "C", "C", "C", "C", "H", "H", "H", "H", "H", "H", "H", "H", "H", "H", "H", "H", "H", "H"], "positions_angstrom": [[-0.43227, 0.52677, 2.38142], [-1.10664, 0.86839, 1.42736], [-2.13052, -0.02018, 0.84215], [-3.23370, 0.37420, 0.19372], [-4.23957, -0.51027, -0.32002], [-4.36326, -1.88206, -0.32884], [-5.57732, -2.16730, -0.98401], [-6.10991, -0.95967, -1.32926], [-5.31485, 0.04085, -0.93584], [-0.97700, 2.08611, 0.84150], [0.03029, 3.03407, 1.25048], [0.95474, 3.39610, 0.09554], [1.03679, 4.50000, -0.38720], [1.69027, 2.34982, -0.39793], [1.63425, 1.15118, 0.17064], [2.31294, 0.16605, -0.28610], [3.23384, 0.14341, -1.46873], [3.50628, 1.05936, -2.22220], [3.71520, -1.13186, -1.54496], [3.20120, -1.93344, -0.53112], [3.43907, -3.26336, -0.26064], [2.78555, -3.82227, 0.83288], [1.92744, -3.07404, 1.62545], [1.68756, -1.73380, 1.35580], [2.32985, -1.16979, 0.26747], [-1.96402, -1.06740, 1.04712], [-3.45155, 1.42260, 0.03442], [-3.67335, -2.58951, 0.08187], [-5.99817, -3.13335, -1.17298], [-7.01607, -0.69735, -1.83882], [-1.51471, 2.30581, 0.01940], [0.59922, 2.54962, 2.05020], [-0.42925, 3.95742, 1.61835], [2.30496, 2.51805, -1.20071], [4.36783, -1.44452, -2.24652], [4.10768, -3.85152, -0.87052], [2.95544, -4.86258, 1.06726], [1.44160, -3.54214, 2.46775], [1.02784, -1.13541, 1.96458]], "forces_ev_per_angstrom": [[0.0129, -0.1656, 0.1625], [-0.1096, 0.2528, -0.0636], [-0.4636, -0.1040, -0.1807], [0.3863, 0.2041, 0.1931], [0.0844, -1.2595, 0.0927], [0.1938, 0.8752, 0.0688], [-0.3735, 0.4481, -0.2222], [-0.1851, -0.8824, -0.0667], [0.1625, 0.5068, 0.0736], [-0.0759, 0.3233, -0.2016], [-0.0216, 0.1410, 0.2754], [-0.3570, -0.0084, 0.3897], [0.0216, 0.0274, -0.0063], [0.8097, 0.0506, -0.9812], [0.0352, -0.5064, 0.2677], [-0.1266, 0.6103, -0.0651], [0.1568, 0.4535, -0.4142], [-0.0992, 0.1092, 0.1085], [0.2604, -0.1427, -0.2729], [-0.4868, -0.0828, 0.6492], [0.0291, 0.0606, -0.0609], [0.0048, 0.0123, -0.0193], [-0.0490, -0.1110, 0.1012], [0.1730, 0.0455, -0.2211], [0.1035, -0.6175, 0.1306], [0.0382, -0.1163, 0.0310], [0.0594, 0.1450, 0.0359], [0.1998, -0.1105, 0.1131], [-0.1416, -0.1617, -0.0707], [-0.0818, 0.1407, -0.0520], [0.0152, -0.1424, 0.0495], [-0.0905, 0.1597, -0.0753], [0.1957, -0.1026, -0.0839], [-0.1566, -0.0884, 0.1659], [-0.0755, 0.1709, 0.0189], [0.0687, -0.0664, -0.0608], [0.0097, -0.0820, 0.0246], [-0.0409, -0.0441, 0.0804], [-0.0858, 0.0578, 0.0863]]}